1.
Density functional theory data (wB97M-V/def2-TZVPD) for a 11-piece molecular cluster, C28H82N4O16 overall.

Summary:
2S+1: 1
Structure (SMILES): COC[C@H](C)N.COC[C@H](C)N.COC[C@H](C)N.COC[C@H](C)N.OCCO.OCCO.OCCO.OCCO.OCCO.CO.CO
Energy in eV: -69079.340
Charge: 0

Positions of all 130 atoms, in Å:
C: -24.338 -10.733 0.395
O: -23.182 -10.064 0.935
C: -22.082 -9.909 0.057
C: -20.722 -9.978 0.741
C: -20.394 -8.865 1.802
N: -19.656 -9.894 -0.253
H: -24.102 -11.782 0.216
H: -24.495 -10.476 -0.653
H: -25.210 -10.640 1.042
H: -22.101 -10.677 -0.716
H: -22.150 -8.941 -0.439
H: -20.703 -10.933 1.266
H: -19.531 -9.291 2.313
H: -21.276 -8.623 2.394
H: -20.136 -7.882 1.407
H: -19.725 -10.590 -0.982
H: -19.878 -9.064 -0.785
C: -29.207 -2.536 4.198
O: -27.794 -2.632 4.381
C: -27.324 -3.914 3.934
C: -25.778 -3.916 4.086
C: -25.109 -3.422 2.802
N: -25.264 -5.212 4.242
H: -29.637 -1.536 4.148
H: -29.777 -3.085 4.948
H: -29.501 -3.047 3.281
H: -27.673 -4.705 4.598
H: -27.566 -4.125 2.892
H: -25.617 -3.282 4.959
H: -25.348 -2.366 2.673
H: -25.499 -3.937 1.924
H: -24.027 -3.542 2.863
H: -25.579 -5.738 5.045
H: -24.266 -5.124 4.369
C: -14.366 -2.756 1.406
O: -15.742 -2.684 0.945
C: -16.517 -3.908 0.897
C: -16.837 -4.571 2.219
C: -17.273 -6.035 2.071
N: -17.861 -3.877 2.949
H: -13.778 -3.169 0.586
H: -14.191 -3.360 2.296
H: -14.019 -1.744 1.617
H: -17.453 -3.580 0.444
H: -16.063 -4.642 0.232
H: -16.005 -4.658 2.917
H: -18.195 -6.157 1.504
H: -17.457 -6.425 3.073
H: -16.460 -6.610 1.629
H: -18.645 -4.207 2.405
H: -17.843 -2.888 2.743
C: -20.529 0.910 6.330
O: -21.408 0.070 7.056
C: -20.887 -1.205 7.301
C: -21.718 -2.033 8.265
C: -20.926 -3.230 8.801
N: -23.017 -2.451 7.668
H: -20.430 0.326 5.415
H: -19.553 1.081 6.785
H: -20.986 1.825 5.954
H: -20.704 -1.824 6.423
H: -19.926 -1.018 7.780
H: -21.947 -1.398 9.121
H: -20.762 -3.990 8.037
H: -21.459 -3.731 9.609
H: -19.983 -2.859 9.203
H: -23.590 -1.620 7.688
H: -23.487 -3.031 8.348
O: -25.053 0.977 5.212
C: -25.029 -0.444 4.982
C: -23.665 -0.797 4.319
O: -23.580 -0.297 2.954
H: -25.932 1.336 5.352
H: -25.088 -1.042 5.891
H: -25.809 -0.721 4.273
H: -23.538 -1.879 4.284
H: -22.879 -0.359 4.934
H: -23.930 0.593 3.045
O: -17.475 -7.657 6.349
C: -18.625 -8.180 5.687
C: -18.742 -9.696 5.896
O: -19.607 -10.137 4.882
H: -17.399 -6.737 6.088
H: -19.542 -7.662 5.972
H: -18.547 -7.947 4.625
H: -19.060 -9.895 6.919
H: -17.746 -10.112 5.746
H: -20.451 -9.686 4.958
O: -21.606 -4.606 2.062
C: -21.181 -5.555 2.952
C: -21.055 -4.891 4.335
O: -22.344 -4.478 4.733
H: -22.319 -4.162 2.526
H: -21.870 -6.399 2.910
H: -20.232 -5.877 2.523
H: -20.407 -4.021 4.436
H: -20.616 -5.546 5.087
H: -22.246 -3.967 5.540
O: -26.295 -6.637 2.012
C: -25.229 -7.271 1.397
C: -25.425 -7.634 -0.060
O: -26.455 -8.595 -0.168
H: -25.935 -6.129 2.743
H: -24.329 -6.658 1.349
H: -25.004 -8.164 1.979
H: -24.431 -7.939 -0.387
H: -25.643 -6.731 -0.631
H: -27.266 -8.333 0.273
O: -17.273 -4.886 8.282
C: -17.450 -3.816 7.326
C: -16.841 -4.404 6.045
O: -17.802 -5.140 5.303
H: -16.386 -4.876 8.650
H: -18.519 -3.636 7.210
H: -16.964 -2.920 7.712
H: -15.956 -4.958 6.356
H: -16.500 -3.623 5.365
H: -17.735 -4.825 4.399
C: -23.065 -7.801 5.817
O: -21.879 -8.345 6.386
H: -23.163 -6.782 6.191
H: -23.008 -7.764 4.729
H: -23.915 -8.419 6.107
H: -21.711 -8.064 7.289
C: -19.883 -4.788 -0.765
O: -21.277 -4.866 -0.603
H: -19.627 -4.304 -1.708
H: -19.540 -4.048 -0.042
H: -19.351 -5.729 -0.628
H: -21.441 -4.600 0.305

Forces on atoms 1 to 3 (eV/Å):
1.5 -0.6 -0.9
-0.5 -0.1 0.4
-0.4 0.2 0.1

These are the Mulliken partial charges, in e, on atoms 1 to 2: number 1, C, carries -1.067; number 2, O, carries -0.213

=====

2.
Density functional theory data (wB97M-V/def2-TZVPD) for C28H82O13 as an isolated structure.

Summary:
2S+1: 1
Energy in eV: -56952.693
ΔE to the lowest compared entry with this formula, charge and spin in kJ/mol: 2883.8
Charge: 0

Positions of all 123 atoms, in Å:
C: 2.817 1.805 -0.520
O: 2.404 2.737 -1.547
H: 2.617 0.776 -0.817
H: 3.894 1.916 -0.396
H: 2.273 2.072 0.386
H: 2.803 3.600 -1.416
C: 4.588 0.002 0.958
O: 3.223 0.107 1.196
H: 4.910 -0.013 -0.083
H: 5.110 0.800 1.486
H: 4.898 -0.988 1.294
H: 2.789 -0.708 0.933
C: -2.279 2.597 0.244
O: -3.551 1.949 0.268
H: -1.629 2.226 1.036
H: -1.796 2.541 -0.732
H: -2.427 3.632 0.550
H: -3.407 1.133 -0.217
C: 1.747 0.654 -3.188
O: 2.104 1.980 -3.385
H: 2.442 0.330 -2.414
H: 0.716 0.671 -2.832
H: 1.862 0.034 -4.077
H: 2.005 2.450 -2.554
C: 1.704 -3.467 1.203
C: 2.828 -2.413 1.331
C: 4.164 -3.111 1.707
O: 2.859 -1.748 0.093
H: 0.757 -3.017 0.907
H: 1.461 -3.898 2.174
H: 2.051 -4.270 0.552
H: 2.569 -1.664 2.080
H: 4.972 -2.464 2.049
H: 4.588 -3.583 0.821
H: 3.996 -3.906 2.432
H: 2.843 -2.401 -0.611
C: 0.186 0.076 4.889
C: 0.771 0.591 3.566
C: -0.198 0.616 2.417
O: 1.335 1.912 3.674
H: -0.455 0.825 5.354
H: 1.034 0.024 5.572
H: -0.400 -0.840 4.806
H: 1.594 -0.051 3.252
H: -1.023 1.214 2.803
H: -0.539 -0.371 2.105
H: 0.191 1.217 1.595
H: 0.631 2.442 4.056
C: 1.849 4.529 2.713
C: 1.255 4.043 1.417
C: 0.014 3.148 1.609
O: 0.920 5.170 0.592
H: 2.740 5.108 2.474
H: 2.274 3.718 3.304
H: 1.033 5.062 3.202
H: 2.028 3.454 0.922
H: -0.155 2.526 0.730
H: -0.898 3.718 1.786
H: 0.080 2.519 2.497
H: 0.120 4.844 0.172
C: 0.073 1.055 -0.298
C: 0.043 -0.422 -0.760
C: 0.206 -1.423 0.390
O: -1.126 -0.627 -1.459
H: 0.767 1.166 0.535
H: -0.917 1.432 -0.039
H: 0.516 1.689 -1.066
H: 0.834 -0.638 -1.478
H: 0.268 -2.433 -0.015
H: -0.456 -1.332 1.251
H: 1.199 -1.212 0.788
H: -1.072 -1.413 -2.008
C: -3.143 -0.609 1.012
C: -3.312 -0.704 -0.512
C: -4.723 -0.497 -1.009
O: -2.599 0.377 -1.018
H: -3.314 0.410 1.359
H: -2.121 -0.789 1.345
H: -3.808 -1.318 1.506
H: -2.975 -1.722 -0.708
H: -4.753 -0.371 -2.091
H: -5.175 0.371 -0.528
H: -5.321 -1.344 -0.671
H: -1.701 0.051 -1.105
C: -2.413 -2.759 -3.061
C: -0.916 -2.892 -3.340
C: -0.492 -2.283 -4.687
O: -0.206 -2.278 -2.288
H: -2.746 -3.646 -2.524
H: -2.951 -2.641 -4.002
H: -2.588 -1.909 -2.402
H: -0.624 -3.942 -3.298
H: -0.942 -1.291 -4.679
H: -0.829 -2.829 -5.568
H: 0.589 -2.286 -4.826
H: 0.723 -2.288 -2.530
C: -0.199 3.200 -2.654
C: 0.171 4.075 -1.458
C: 0.281 5.587 -1.869
O: -0.916 4.121 -0.561
H: 0.649 3.302 -3.330
H: -1.129 3.573 -3.085
H: -0.396 2.218 -2.225
H: 1.101 3.760 -0.984
H: -0.533 5.950 -2.497
H: 1.257 5.689 -2.343
H: 0.322 6.202 -0.971
H: -1.711 4.484 -0.958
C: -2.928 -5.008 2.061
C: -2.259 -4.597 0.777
C: -2.836 -3.294 0.218
O: -0.923 -4.314 0.999
H: -2.433 -5.955 2.276
H: -3.973 -5.309 1.987
H: -2.752 -4.408 2.954
H: -2.232 -5.446 0.094
H: -2.721 -2.408 0.843
H: -3.873 -3.436 -0.089
H: -2.346 -2.998 -0.710
H: -0.520 -3.952 0.206
O: -0.432 -3.951 -0.884
H: 0.477 -4.240 -0.803
H: -0.427 -3.350 -1.629

Forces on atoms 1 to 3 (eV/Å):
0.7 0.6 0.1
3.1 2.2 7.3
-0.1 0.7 0.0

These are the Mulliken partial charges, in e, on atoms 1 to 2: number 1, C, carries -1.305; number 2, O, carries -0.519

=====

| no. | Kohn-Sham gap (eV) |
| --- | --- |
| 1 | 9.382 |
| 2 | 7.138 |